No. 1
A structure of composition C28H49N2O2P3Tb in a non-equilibrium geometry, computed with ωB97M-V with the def2-TZVPD basis set.

The geometry in XYZ format:
```
85
Properties=species:S:1:pos:R:3:forces:R:3:lowdin_spin:R:1
Tb 0.225142 0.060955 -0.336899 -0.5 -2.0 0.5 6.092
P 2.338790 1.397494 0.850662 1.4 0.8 1.2 -0.006
P -0.587665 2.383089 -1.479194 -1.0 2.9 -1.4 -0.015
P 2.359788 -0.181079 -2.125670 1.3 -0.5 -1.7 -0.029
H -1.406423 -2.592558 -0.836917 0.4 -0.2 0.2 0.000
C -0.361367 -2.872316 -1.038252 0.4 -0.2 1.0 0.000
C 0.526307 -3.137396 -0.041783 -0.9 0.2 -0.5 -0.002
H 0.239659 -3.139185 1.010356 -0.2 0.3 -0.2 0.000
C 2.035981 1.917514 2.574998 -0.3 0.0 0.1 0.000
C 3.106633 2.951814 0.268598 -0.2 0.0 -0.4 -0.002
C 3.847658 0.398515 1.162954 -0.2 -0.3 -0.2 -0.003
C -1.989979 2.169159 -2.653566 -0.1 -0.4 -0.3 -0.003
C -1.240148 3.713567 -0.411413 -0.3 0.1 0.9 -0.002
C 0.597564 3.421944 -2.436306 0.6 -0.4 -0.2 -0.005
C 3.364067 -1.698879 -1.917056 -0.2 -0.2 0.3 -0.004
C 3.730580 0.975004 -2.482854 -0.1 0.3 0.3 -0.008
C 1.783265 -0.398283 -3.851738 -0.5 -0.2 0.2 -0.004
H -0.185379 -3.062342 -2.089717 0.4 0.2 0.0 0.000
H 1.546070 -3.480592 -0.188416 -0.2 -0.1 -0.4 0.000
H 1.897206 1.050188 3.231899 0.0 0.3 -0.2 0.000
H 1.146213 2.558974 2.618389 0.2 -0.1 0.2 0.000
H 2.928716 2.478462 2.889905 -0.4 -0.1 0.1 0.000
H 2.340353 3.730985 0.185684 0.3 0.0 0.1 0.000
H 3.607986 2.820323 -0.694816 -0.1 0.2 0.3 0.000
H 3.838356 3.233680 1.036407 -0.1 0.1 -0.3 0.000
H 3.577390 -0.486764 1.750176 0.2 0.1 -0.1 0.000
H 4.529533 1.030856 1.744981 -0.1 -0.2 -0.1 -0.001
H 4.332517 0.076623 0.237144 0.0 0.1 0.3 0.000
H -2.408797 3.130906 -2.989563 0.3 -0.2 0.3 -0.001
H -2.801054 1.591951 -2.185693 0.1 0.2 0.0 0.000
H -1.670815 1.619877 -3.552766 0.0 0.3 0.2 0.000
H -1.617436 4.570902 -1.003504 0.3 -0.6 0.1 -0.001
H -0.451902 4.081582 0.268763 -0.3 -0.1 -0.3 0.000
H -2.065059 3.348918 0.219981 0.2 0.1 -0.2 0.000
H 0.119398 4.351113 -2.775128 -0.1 -0.4 0.1 -0.001
H 0.995003 2.891728 -3.308209 -0.2 0.1 0.1 0.000
H 1.460362 3.702623 -1.818587 -0.3 -0.1 0.0 0.000
H 3.913232 -1.851415 -2.857016 -0.1 -0.1 0.3 -0.001
H 2.731588 -2.569708 -1.704125 0.3 0.2 -0.2 0.000
H 4.077216 -1.555301 -1.096194 -0.1 -0.2 -0.2 0.000
H 4.229855 0.585720 -3.380322 -0.1 0.2 0.3 -0.002
H 4.446254 1.003466 -1.651297 -0.1 0.2 -0.4 0.000
H 3.332815 1.975862 -2.692263 0.3 -0.2 0.0 0.000
H 2.607942 -0.722767 -4.497843 -0.1 0.1 0.2 -0.001
H 1.364506 0.542002 -4.231093 0.0 -0.2 0.0 0.000
H 0.986046 -1.147711 -3.841127 0.4 0.3 -0.3 0.000
C -1.542159 -1.469851 -4.606643 -0.7 -0.1 -0.8 0.000
C -2.619656 -0.993533 -5.381694 0.5 -0.1 0.0 0.000
C -2.825496 -1.560998 -6.658679 -0.1 0.1 0.3 0.000
C -2.014889 -2.595721 -7.137238 0.0 0.5 0.3 0.000
C -0.984979 -3.071819 -6.331675 -0.2 0.0 0.1 0.000
C -0.791391 -2.559510 -5.047144 -0.1 0.4 -0.4 0.000
O -1.019359 -0.846070 -3.457308 -0.5 0.7 1.8 0.001
H -1.565666 -0.219291 -2.918651 -0.3 -1.1 -1.7 0.000
H -3.276932 -0.184539 -5.037046 0.4 -0.3 -0.1 0.000
H -3.612675 -1.159019 -7.313900 0.3 -0.2 0.5 0.000
H -2.171258 -2.985806 -8.139415 0.1 0.1 0.2 0.000
H -0.304346 -3.826809 -6.711895 -0.2 -0.1 0.1 0.000
H -0.008200 -2.962476 -4.423407 0.2 0.0 0.0 0.000
C -1.463281 -1.109166 6.258167 -0.3 -0.1 0.9 0.000
N -0.664049 -0.983326 5.055322 0.0 -0.1 -0.1 -0.001
N -1.163928 -0.485519 3.894191 0.1 0.3 -1.0 -0.001
C -0.267981 -0.691537 2.890896 0.7 -0.6 1.4 0.001
O -0.459920 -0.291297 1.661163 0.2 0.0 0.1 -0.003
C 0.845556 -1.356565 3.498004 -0.7 0.5 -1.2 0.000
C 0.545154 -1.513295 4.832974 -0.4 0.2 0.2 0.000
C 1.309202 -2.104043 5.947637 0.5 -0.3 0.0 0.000
C -2.502998 0.005286 3.848978 -0.6 0.4 -0.1 0.000
C -2.909284 0.941967 4.801867 -0.3 -0.2 0.0 0.000
C -4.269658 1.207358 4.964952 -0.2 -0.1 -0.4 0.000
C -5.202693 0.589153 4.106734 0.3 0.2 0.2 0.000
C -4.760902 -0.280241 3.092543 -0.3 0.5 0.2 0.000
C -3.402271 -0.555389 2.945187 -0.3 -0.2 0.3 0.000
H -1.709026 -0.130215 6.690661 0.1 -0.5 -0.2 0.000
H -0.838795 -1.644605 6.979294 -0.3 0.1 -0.2 0.000
H -2.389801 -1.685614 6.090174 0.5 0.3 -0.1 0.000
H 1.733579 -1.689055 2.981960 0.0 0.0 0.1 0.000
H 1.400340 -1.379193 6.768104 0.1 -0.3 -0.2 0.000
H 0.817363 -3.018484 6.313227 0.3 0.3 0.0 0.000
H 2.308941 -2.358298 5.578175 -0.2 0.0 0.3 0.000
H -2.172736 1.394462 5.460320 -0.2 0.0 -0.2 0.000
H -4.595957 1.882273 5.769301 0.1 -0.3 -0.6 0.000
H -6.271676 0.824116 4.234234 0.6 -0.3 -0.1 0.000
H -5.499468 -0.756851 2.439134 0.4 0.2 0.2 0.000
H -3.056648 -1.246011 2.179964 -0.1 0.0 0.2 0.000
```
Forces are in eV/Å.

## Properties
- strongest force on any atom (eV/A) = 3.3
- multiplicity = 7
- LUMO (spin up / spin down) (eV) = -10.416 / -9.025
- gap between HOMO and LUMO (spin up / spin down) (eV) = 4.9 / 6.2
- M (g/mol) = 697.6
- total charge = +3

No. 2
A structure of composition C28H49N2OP3SeTi in a non-equilibrium geometry, computed with ωB97M-V with the def2-TZVPD basis set.

The geometry in XYZ format:
```
85
Properties=species:S:1:pos:R:3:forces:R:3:lowdin_charge:R:1
Ti 0.369067 0.869401 -0.094978 -1.7 -1.8 3.2 0.388
P -0.661864 0.185484 2.371322 -1.2 -0.7 0.9 0.808
P -1.122865 2.822753 -0.599070 -1.5 2.0 -1.1 0.785
P 1.693973 2.351765 1.646430 1.0 0.6 1.1 0.710
H 3.467345 -2.546440 0.040059 0.4 -0.3 0.4 0.030
C 3.847688 -2.321374 1.046906 -1.3 0.4 0.3 -0.082
C 3.125679 -2.674742 2.124345 0.3 0.1 0.0 -0.060
H 2.225071 -3.308296 2.048562 0.6 0.4 0.0 0.055
C -1.560698 -1.401332 2.252954 0.0 -0.2 -0.6 -0.237
C -2.026424 1.279780 2.940030 0.1 0.4 -0.3 -0.225
C 0.165629 -0.188872 3.965440 0.6 0.1 -0.1 -0.228
C -0.631681 3.778622 -2.089022 0.5 -0.3 -0.1 -0.222
C -2.754482 2.168056 -1.038935 -0.4 -0.9 0.1 -0.228
C -1.534842 4.166513 0.571814 0.3 -0.1 0.8 -0.209
C 3.067791 1.367949 2.366230 -0.2 -0.4 -0.2 -0.209
C 1.002278 3.166805 3.140266 -0.6 -0.1 -0.2 -0.208
C 2.648553 3.759112 0.975741 -0.3 -0.1 -0.4 -0.257
H 4.720820 -1.679858 1.118123 0.1 -0.3 0.1 0.057
H 3.447565 -2.401507 3.147815 -0.2 -0.3 -0.7 0.073
H -0.850728 -2.192143 1.982162 -0.2 0.0 0.1 0.057
H -2.355285 -1.360978 1.497505 0.2 0.1 0.2 0.027
H -2.009008 -1.646300 3.225674 0.2 0.2 -0.2 0.082
H -2.689379 1.525018 2.100414 0.0 -0.1 0.2 0.038
H -1.640960 2.213603 3.366970 -0.1 -0.2 -0.1 0.043
H -2.614300 0.756476 3.710225 0.3 0.1 -0.3 0.084
H 0.871288 -1.012152 3.810152 -0.1 0.1 0.1 0.054
H -0.603668 -0.501122 4.689704 0.2 0.1 -0.4 0.087
H 0.712277 0.652396 4.392614 -0.1 -0.2 0.0 0.031
H -1.432121 4.442852 -2.458679 0.1 -0.4 0.4 0.094
H -0.353176 3.078707 -2.887821 -0.1 0.2 0.1 0.053
H 0.239240 4.395755 -1.847311 -0.1 0.0 -0.1 0.055
H -3.553110 2.929268 -1.047274 0.6 0.0 0.1 0.094
H -3.032152 1.388489 -0.311368 -0.1 0.2 -0.3 0.043
H -2.719833 1.702091 -2.031111 0.1 0.0 0.2 0.058
H -2.348341 4.811985 0.194361 0.3 -0.5 -0.2 0.097
H -0.665458 4.805489 0.757749 -0.1 -0.1 0.0 0.055
H -1.865497 3.741043 1.527576 0.0 0.2 -0.2 0.036
H 3.775792 2.078881 2.820749 -0.2 -0.2 -0.1 0.087
H 3.574329 0.796674 1.574603 0.0 0.1 0.3 0.039
H 2.698206 0.669825 3.130339 0.2 0.2 -0.3 0.047
H 1.805663 3.779101 3.579989 -0.2 -0.2 -0.2 0.090
H 0.660939 2.445211 3.888517 0.1 0.3 -0.2 0.028
H 0.167026 3.821421 2.861676 0.2 -0.1 0.2 0.047
H 3.191759 4.217295 1.807717 0.0 -0.1 -0.2 0.082
H 1.989862 4.503880 0.531599 0.0 0.1 -0.1 0.057
H 3.352911 3.416322 0.211373 0.1 0.2 0.2 0.025
C 3.779541 0.929115 -2.365384 -0.9 0.2 0.6 -0.455
C 4.389993 -0.292693 -2.062071 0.8 -0.9 0.4 -0.077
C 5.640053 -0.575997 -2.621931 -0.5 0.2 0.1 0.010
C 6.238046 0.347428 -3.504368 -0.2 0.0 0.1 0.049
C 5.583710 1.536104 -3.854989 -0.7 0.1 0.1 0.008
C 4.338851 1.814710 -3.304880 0.1 0.6 0.1 -0.070
Se 2.244531 1.561714 -1.340763 0.9 -1.0 -2.5 1.056
H 0.558254 0.704125 -1.745006 1.4 0.4 -1.7 0.006
H 3.928332 -1.002032 -1.373584 0.2 0.3 -0.2 0.082
H 6.159956 -1.510058 -2.385675 -0.3 0.4 0.0 0.143
H 7.213288 0.144731 -3.937954 -0.1 -0.1 0.1 0.146
H 6.011355 2.256147 -4.555262 0.0 -0.3 0.2 0.147
H 3.802516 2.721006 -3.548979 0.1 0.1 -0.1 0.120
C -3.269219 -4.643447 -1.351630 -0.8 -0.6 -0.2 0.057
N -2.090654 -3.832104 -1.195020 1.0 -0.2 0.1 -0.025
N -2.130302 -2.483207 -1.220269 0.0 0.9 0.5 0.069
C -0.885227 -1.989272 -0.929785 -0.4 -2.9 0.0 -0.345
O -0.690593 -0.744899 -0.660703 1.6 2.8 0.4 -0.214
C -0.032740 -3.127614 -0.832602 -0.2 1.6 0.2 0.090
C -0.828365 -4.245944 -0.969812 -0.6 -0.2 -0.2 -0.212
C -0.477448 -5.688631 -0.896065 0.5 -0.3 0.0 0.018
C -3.383564 -1.784230 -1.279248 -0.4 0.5 0.1 -0.220
C -4.291179 -1.892563 -0.218921 -0.3 0.3 -0.1 -0.035
C -5.498358 -1.178301 -0.285827 0.2 -0.2 -0.2 -0.028
C -5.786521 -0.402960 -1.421182 0.1 0.3 0.0 -0.032
C -4.862675 -0.295047 -2.471061 0.2 -0.3 0.1 -0.052
C -3.653480 -0.998365 -2.397997 0.0 0.0 0.0 -0.020
H -3.791640 -4.403012 -2.285400 0.1 0.0 0.2 0.130
H -3.956393 -4.532643 -0.501492 0.3 0.0 -0.3 0.111
H -2.938607 -5.681965 -1.393420 -0.1 0.2 0.0 0.108
H 1.016801 -3.077832 -0.601850 0.1 -0.2 0.0 0.112
H -1.012578 -6.198621 -0.077028 0.2 0.2 -0.3 0.115
H -0.715254 -6.202579 -1.842969 0.1 0.2 0.4 0.117
H 0.607016 -5.778744 -0.712290 -0.5 -0.1 -0.1 0.107
H -4.072935 -2.537766 0.637974 -0.1 0.3 -0.3 0.120
H -6.224677 -1.255399 0.535955 0.4 0.0 -0.5 0.132
H -6.731048 0.152178 -1.480370 0.4 -0.3 0.0 0.132
H -5.074385 0.312627 -3.358655 0.0 -0.3 0.4 0.130
H -2.909281 -0.976866 -3.201627 -0.4 0.1 0.2 0.134
```
Forces are in eV/Å.

## Properties
- strongest force on any atom (eV/A) = 4.0
- multiplicity = 1
- LUMO (spin up / spin down) (eV) = -14.598 / -14.597
- gap between HOMO and LUMO (spin up / spin down) (eV) = 4.4 / 4.4
- M (g/mol) = 649.5
- total charge = +4

Taking the records one at a time from the top gives electronic energy values of -3203.85266; -5554.49833 a.u..